[1]
Molecular formula: C6H14O2
Method: DFT, ωB97M-V/def2-TZVPD

Positions of all 22 atoms, in Å:
O1 -1.12 -3.46 -1.07
C1 0.21 -0.31 -0.26
H1 2.06 0.03 -1.17
C2 -2.21 0.19 -0.56
C3 -0.76 0.58 -0.44
H2 -1.73 -4.21 -1.03
H3 0.27 1.97 1.70
C4 1.68 0.03 -0.14
H4 1.91 2.22 -0.02
H5 1.18 0.67 2.53
C5 2.03 1.32 0.59
H6 2.17 -0.81 0.35
H7 -1.72 -0.98 -2.03
H8 3.09 1.30 0.84
H9 -1.70 -2.68 -1.02
H10 -2.76 1.03 -0.97
O2 -2.44 -0.96 -1.38
H11 -0.54 1.63 -0.56
C6 1.26 1.55 1.90
H12 1.76 2.31 2.51
H13 -2.62 -0.02 0.44
H14 -0.01 -1.37 -0.19

Output
- Frontier orbital gap: 10.45 eV
- ΔE to the lowest compared entry with this formula, charge and spin: 134.3 kJ/mol
- Largest force on an atom: 0.01561 Eh/bohr

---

[2]
Molecular formula: C6H14O2
Method: DFT, ωB97M-V/def2-TZVPD

Positions of all 22 atoms, in Å:
C1 -1.10 0.24 0.04
O1 1.27 0.04 1.70
H1 0.42 -0.38 -1.38
C2 -2.58 -0.04 0.48
H2 0.89 0.78 1.18
O2 3.18 -0.10 -0.77
H3 -1.27 -2.45 -1.08
C3 0.56 2.18 -0.34
C4 -0.43 -2.11 -0.55
C5 -0.39 -0.64 -0.65
H4 2.47 -0.49 -0.20
H5 -0.48 -2.49 0.46
H6 -3.10 0.57 -0.21
H7 1.34 1.49 -0.71
H8 0.88 3.23 -0.22
H9 2.10 0.40 2.00
C6 -0.65 1.67 0.20
H10 -1.52 2.22 0.58
H11 0.51 -2.50 -0.94
H12 -2.58 0.36 1.50
H13 3.29 -0.84 -1.41
H14 -2.79 -1.11 0.33

Output
- Frontier orbital gap: 8.82 eV
- ΔE to the lowest compared entry with this formula, charge and spin: 281.7 kJ/mol
- Largest force on an atom: 0.06698 Eh/bohr

---

[3]
Molecular formula: C6H14O2
Method: DFT, ωB97M-V/def2-TZVPD

Positions of all 22 atoms, in Å:
H1 -1.95 -0.57 -1.47
O1 0.17 0.68 2.38
H2 1.71 -2.65 -0.76
H3 1.39 -1.40 0.43
H4 -0.07 -3.85 -1.39
C1 -0.90 -0.59 -1.19
H5 1.60 4.21 2.31
H6 -1.61 -3.29 -0.69
H7 -1.52 1.97 -1.96
O2 0.88 4.10 2.94
C2 1.23 -1.68 -0.61
H8 0.25 0.62 0.16
H9 -0.78 0.69 2.20
H10 1.22 3.66 3.72
H11 -0.43 2.83 -0.79
H12 -1.21 -3.06 -2.41
C3 -0.35 0.70 -0.74
C4 -0.81 -3.06 -1.40
C5 -0.77 1.88 -1.17
H13 0.32 1.57 2.70
C6 -0.20 -1.73 -1.04
H14 1.84 -1.02 -1.23

Output
- Frontier orbital gap: 8.86 eV
- ΔE to the lowest compared entry with this formula, charge and spin: 183.6 kJ/mol
- Largest force on an atom: 0.01862 Eh/bohr